Below is C39H46BrCaCl3Cs2F8N3O12PS as an isolated structure at a distorted geometry, with properties calculated with ωB97M-V with the def2-TZVPD basis set.

Each line ends with the Mulliken charge.
Element x y z (Å)
C1 3.232 -1.784 3.085  0.54
C2 3.142 -1.466 1.938  -0.90
C3 3.136 -1.359 0.488  -1.82
C4 1.852 -0.982 -0.231  0.78
C5 1.774 0.312 -0.747  -1.15
C6 0.712 0.764 -1.511  0.75
C7 0.629 2.170 -2.075  0.38
C8 1.487 3.213 -1.369  -1.81
N1 2.622 3.712 -2.189  0.80
C9 3.614 4.347 -1.303  -0.34
C10 2.984 5.568 -0.657  -1.05
C11 3.254 2.630 -2.923  0.54
C12 4.339 1.782 -2.316  -1.27
O1 2.911 2.435 -4.059  -0.62
C13 -0.334 -0.132 -1.760  -1.33
C14 -0.285 -1.402 -1.189  0.37
C15 0.789 -1.859 -0.429  0.58
C16 0.824 -3.262 0.124  -1.41
C17 1.510 -4.300 -0.799  0.37
C18 1.520 -3.943 -2.262  -0.76
F1 0.801 -5.492 -0.636  -0.43
S1 -1.678 -2.465 -1.509  -0.37
C19 -2.983 -1.275 -1.535  0.81
C20 -4.227 -1.583 -1.033  0.73
O2 -4.500 -2.858 -0.413  -0.69
C21 -5.053 -2.679 0.920  -0.94
C22 -4.157 -1.876 1.878  0.52
C23 -4.509 -0.393 1.985  -1.63
O3 -2.780 -2.094 1.638  -0.41
C24 -5.247 -0.510 -1.190  -1.63
C25 -4.957 0.691 -1.787  1.82
O4 -6.030 1.623 -1.949  -0.38
C26 -6.992 1.066 -2.610  0.69
N2 -7.979 0.502 -2.818  -0.60
C27 -3.674 0.972 -2.242  0.33
C28 -3.301 2.272 -2.924  0.96
F2 -3.593 2.062 -4.280  -0.50
C29 -3.981 3.555 -2.406  -0.89
C30 -4.953 4.135 -3.442  -1.34
C31 -2.718 -0.025 -2.108  -1.12
N3 -1.416 0.279 -2.622  1.15
C32 -1.268 -0.390 -3.953  -0.72
C33 -0.500 0.504 -4.909  0.38
O5 -0.639 1.663 -5.022  -0.40
Br1 0.773 -0.455 -6.034  -0.20
H1 3.434 -2.079 4.081  0.59
H2 3.481 -2.302 0.064  0.31
H3 3.872 -0.621 0.175  0.47
H4 2.606 0.963 -0.537  0.33
H5 0.773 2.181 -3.148  0.27
H6 -0.401 2.465 -1.904  -0.01
H7 0.839 4.073 -1.179  0.49
H8 1.845 2.896 -0.386  0.29
H9 3.979 3.699 -0.505  0.23
H10 4.496 4.648 -1.858  0.62
H11 3.722 6.240 -0.238  0.51
H12 2.340 5.251 0.161  0.33
H13 2.386 6.082 -1.396  -0.22
H14 5.270 2.025 -2.818  0.39
H15 4.470 1.883 -1.247  0.22
H16 4.113 0.748 -2.562  0.40
H17 1.395 -3.212 1.047  0.28
H18 -0.198 -3.574 0.315  0.53
H19 2.528 -4.449 -0.446  0.33
H20 2.260 -3.170 -2.457  0.34
H21 0.557 -3.548 -2.586  0.41
H22 1.751 -4.823 -2.857  0.07
H23 -6.019 -2.160 0.866  0.11
H24 -5.257 -3.626 1.408  0.47
H25 -4.376 -2.290 2.859  0.43
H26 -4.226 0.016 2.947  0.43
H27 -3.970 0.164 1.217  0.46
H28 -5.580 -0.254 1.870  0.36
H29 -2.337 -1.241 1.642  0.28
H30 -6.289 -0.698 -0.818  -0.23
H31 -2.236 2.425 -2.891  -0.09
H32 -3.230 4.322 -2.249  0.39
H33 -4.531 3.387 -1.487  0.47
H34 -4.433 4.468 -4.332  0.36
H35 -5.761 3.454 -3.679  0.28
H36 -5.418 5.022 -3.014  0.42
H37 -2.261 -0.543 -4.367  0.62
H38 -0.745 -1.333 -3.853  0.49
F3 9.243 2.490 -2.093  -0.36
P1 8.009 3.108 -1.168  1.00
F4 6.473 3.779 -1.137  -0.19
F5 7.561 2.417 0.269  -0.36
F6 9.216 3.652 -0.183  -0.34
F7 7.241 1.799 -1.836  -0.35
F8 8.252 4.492 -2.026  -0.36
Ca1 1.164 6.456 -2.797  -0.19
O6 3.313 -6.394 -3.476  -0.97
H39 3.389 -7.019 -2.749  0.18
Cs1 2.527 -6.106 -5.428  0.78
C34 1.760 -3.146 6.641  0.01
Cl1 3.312 -3.835 6.166  -0.12
Cl2 2.003 -1.921 7.892  -0.12
Cl3 0.923 -2.470 5.241  -0.08
H40 1.153 -3.942 7.050  0.31
C35 12.191 1.634 -0.692  0.86
O7 12.759 0.739 -1.297  -0.44
O8 11.380 2.463 -1.175  -0.15
O9 12.297 1.926 0.521  -0.28
Cs2 -6.938 -2.251 -1.457  0.97
C36 -4.378 -3.435 8.555  -1.46
C37 -4.140 -2.344 7.543  0.50
C38 -4.749 -1.004 7.881  -0.50
O10 -4.937 -0.430 6.575  -0.31
C39 -5.087 -1.450 5.708  0.63
O11 -5.442 -1.328 4.575  -0.55
O12 -4.795 -2.631 6.288  -0.35
H41 -3.791 -3.254 9.454  0.39
H42 -5.432 -3.491 8.829  0.35
H43 -4.099 -4.404 8.143  0.36
H44 -3.074 -2.246 7.338  0.30
H45 -4.103 -0.375 8.488  0.32
H46 -5.725 -1.092 8.361  0.30

Results
Maximum force, eV Å⁻¹: 10.154
Energy, eV: -239224.6926
Orbital gap, hartree: 0.045
LUMO level, eV: -3.23
Net charge: 0
HOMO energy, eV: -4.45